Entry P
{"formula": "C3H8N3O", "method": "ωB97M-V/def2-TZVPD", "total_charge": 1, "homo_energy_ev": -13.964, "symbols": ["C", "C", "C", "N", "N", "N", "O", "H", "H", "H", "H", "H", "H", "H", "H"], "coordinates": [[2.00, 0.51, -0.57], [-3.43, 0.92, 0.30], [-1.73, -0.67, -0.01], [-0.93, -1.54, 0.02], [-2.93, -0.24, 0.02], [2.08, -0.40, 0.55], [0.24, -1.90, -0.22], [2.45, 1.43, -0.54], [2.46, 0.08, -1.57], [-2.77, 1.84, 0.47], [-4.51, 1.14, 0.13], [1.01, 0.86, -0.85], [1.75, 0.01, 1.41], [3.08, -0.77, 0.75], [1.25, -1.28, 0.10]]}

=====

Entry Q
{"formula": "C3H8N3O", "method": "ωB97M-V/def2-TZVPD", "total_charge": 1, "homo_energy_ev": -12.645, "symbols": ["C", "C", "C", "N", "N", "N", "O", "H", "H", "H", "H", "H", "H", "H", "H"], "coordinates": [[-1.01, 0.31, -0.36], [1.75, 0.12, -0.34], [1.85, 1.27, 0.43], [-2.30, 0.07, -0.59], [-0.20, -0.46, 0.28], [-0.53, -1.68, 0.68], [2.07, -0.67, -1.11], [-0.63, 1.25, -0.78], [2.92, 1.61, 0.43], [1.17, 0.99, 1.35], [1.34, 2.06, 0.01], [-2.87, 0.67, -1.05], [-0.96, -2.34, 0.04], [0.11, -2.32, 1.26], [-2.70, -0.88, -0.24]]}

=====

Energy above the most stable structure, in hartree: entry P 0.0860; entry Q 0.0000

=====

Entry P
{"formula": "C3H8N3O", "method": "ωB97M-V/def2-TZVPD", "smiles": "[NH3+]N1CNC(=O)C1", "total_charge": 1, "homo_energy_ev": -14.167, "symbols": ["N", "N", "C", "N", "C", "O", "C", "H", "H", "H", "H", "H", "H", "H", "H"], "coordinates": [[0.28, 0.50, 0.93], [-0.61, 0.44, -0.26], [0.30, -0.08, -1.35], [0.55, -1.47, -1.03], [-0.62, -2.01, -0.45], [-0.74, -3.18, -0.17], [-1.48, -0.68, -0.20], [0.69, -0.23, 1.42], [-0.36, 0.82, 1.68], [1.19, 0.97, 0.66], [1.21, 0.49, -1.50], [-0.16, 0.13, -2.33], [1.09, -1.95, -1.73], [-2.27, -0.45, -1.07], [-2.14, -0.77, 0.67]]}

=====

Entry Q
{"formula": "C3H8N3O", "method": "ωB97M-V/def2-TZVPD", "smiles": "N/C=[NH+]/CC(N)=O", "total_charge": 1, "homo_energy_ev": -13.707, "symbols": ["N", "C", "N", "C", "C", "N", "O", "H", "H", "H", "H", "H", "H", "H", "H"], "coordinates": [[-0.78, 1.47, -2.32], [-0.87, 0.90, -1.18], [-0.59, -0.32, -0.82], [-0.56, -0.73, 0.57], [0.92, -0.29, 1.27], [1.52, -1.11, 2.15], [1.35, 0.69, 0.77], [-0.96, 2.54, -2.42], [-0.43, 0.98, -3.12], [-1.04, 1.55, -0.36], [-0.12, -1.03, -1.45], [-1.20, -0.11, 1.13], [-0.80, -1.85, 0.72], [1.18, -1.95, 2.43], [2.40, -0.77, 2.64]]}

=====

Entry R
{"formula": "C3H8N3O", "method": "ωB97M-V/def2-TZVPD", "smiles": "[NH3+][C@@]1(O)CCN=N1", "total_charge": 1, "homo_energy_ev": -14.312, "symbols": ["N", "C", "O", "C", "C", "N", "N", "H", "H", "H", "H", "H", "H", "H", "H"], "coordinates": [[1.43, -0.11, -1.02], [0.38, -0.49, 0.42], [1.18, -0.92, 1.32], [-0.45, 0.77, 0.77], [-1.64, 0.58, -0.17], [-1.67, -0.79, -0.46], [-0.61, -1.32, -0.25], [1.04, -0.84, -1.62], [2.42, -0.21, -0.89], [1.24, 0.83, -0.96], [1.33, -1.86, 1.44], [0.09, 1.73, 0.57], [-0.65, 0.77, 1.88], [-2.51, 0.89, 0.20], [-1.57, 0.97, -1.23]]}

=====

Energy above the most stable structure, in hartree: entry P 0.1016; entry Q 0.0000; entry R 0.1149